Computed, not measured: a cluster of 5 separate species, C26H43BO15 in total, with the ωB97M-V functional and the def2-TZVPD basis.

Its lowest unoccupied orbital energy is 0.1 eV. For the HOMO-LUMO gap, the calculation gives 0.3486 hartree. The value obtained for the energy relative to the best compared isomer or geometry (same formula, charge and spin) is 4.7850 eV. The SMILES is C[C@@H]1COC(=O)O1.C[C@@H]1COC(=O)O1.C[C@@H]1COC(=O)O1.C[C@@H]1COC(=O)O1.C#CCBCOCCOCCOCC. As for the total energy: -59045.1941 eV. For the maximum force, the calculation gives 0.994 eV/A.

ORCA input file:
```
! wB97M-V def2-TZVPD RIJCOSX def2/J DEFGRID3
* xyz 0 1
C 8.040 4.095 4.088
C 6.715 3.385 3.966
C 6.264 3.150 2.546
O 4.839 3.122 2.686
C 4.533 3.914 3.747
O 3.440 4.301 4.001
O 5.644 4.200 4.472
H 8.851 3.475 3.705
H 8.028 5.038 3.539
H 8.247 4.339 5.130
H 6.730 2.454 4.539
H 6.633 2.215 2.130
H 6.527 3.969 1.871
C 1.415 -3.803 -1.602
C 0.159 -4.602 -1.355
C 0.189 -5.435 -0.099
O -0.699 -6.508 -0.431
C -0.634 -6.671 -1.777
O -1.060 -7.613 -2.363
O -0.017 -5.614 -2.362
H 1.548 -3.034 -0.841
H 2.294 -4.450 -1.607
H 1.374 -3.323 -2.580
H -0.717 -3.948 -1.378
H -0.160 -4.896 0.779
H 1.175 -5.858 0.109
C -3.230 -8.272 -4.379
C -4.555 -8.994 -4.390
C -5.102 -9.272 -5.767
O -6.514 -9.306 -5.529
C -6.754 -8.488 -4.469
O -7.829 -8.102 -4.147
O -5.596 -8.173 -3.832
H -2.440 -8.894 -4.800
H -3.290 -7.344 -4.952
H -2.953 -7.998 -3.368
H -4.491 -9.909 -3.794
H -4.754 -10.216 -6.182
H -4.894 -8.469 -6.479
C -5.004 4.330 5.172
C -4.140 3.200 4.667
C -3.182 3.592 3.570
O -3.019 2.361 2.863
C -4.169 1.659 3.022
O -4.465 0.702 2.384
O -4.932 2.199 4.008
H -4.401 5.087 5.673
H -5.549 4.798 4.350
H -5.750 3.955 5.873
H -3.617 2.722 5.501
H -2.227 3.954 3.947
H -3.598 4.331 2.880
C -0.064 2.265 2.226
C -0.509 1.370 1.556
C -1.044 0.280 0.725
B -0.795 0.689 -0.779
C 0.339 0.061 -1.710
O 1.647 0.202 -1.156
C 2.318 1.362 -1.623
C 2.992 2.013 -0.413
O 3.665 3.175 -0.866
C 3.187 4.361 -0.269
C 1.709 4.657 -0.484
O 1.416 4.869 -1.854
C 0.099 4.470 -2.194
C -1.011 5.224 -1.463
H 0.551 3.022 2.648
H -0.575 -0.654 1.039
H -2.127 0.274 0.908
H -1.481 1.556 -1.232
H 0.145 -1.018 -1.834
H 0.251 0.492 -2.715
H 1.626 2.064 -2.098
H 3.086 1.139 -2.374
H 3.727 1.286 -0.048
H 2.274 2.192 0.390
H 3.412 4.437 0.803
H 3.735 5.180 -0.746
H 1.044 3.908 -0.036
H 1.497 5.606 0.034
H -0.004 4.607 -3.271
H -0.002 3.393 -1.999
H -1.941 4.669 -1.639
H -0.881 5.279 -0.383
H -1.184 6.218 -1.878
*
```